*A*
The following is a DFT calculation (wB97M-V/def2-TZVPD) of one molecule with the formula C3H2N2S2.

Geometry as XYZ:
```
9
C3H2N2S2 | OMol25 | wB97M-V/def2-TZVPD
C -0.777 1.258 0.162
C -3.317 -0.720 0.048
C -0.023 0.227 -0.071
N -3.455 0.455 -0.119
N -3.295 1.731 0.056
S -3.194 -2.270 -0.018
S -1.900 2.463 -0.051
H 0.415 -0.516 0.642
H 0.125 -0.199 -1.124
```

Summary:
- M: 130.20 g mol⁻¹
- Highest occupied orbital energy (alpha / beta): -7.957 / -7.957 eV
- Lowest unoccupied orbital energy (alpha / beta): -1.00 / -1.01 eV

Here is what Löwdin gives for the atomic charges, in e: atom 1 (C): -0.43, atom 2 (C): -0.80, atom 3 (C): -0.07, atom 4 (N): -0.10, atom 5 (N): -0.44, atom 6 (S): 0.65, atom 7 (S): 1.00, atom 8 (H): 0.08, atom 9 (H): 0.10

*B*
The following is a DFT calculation (wB97M-V/def2-TZVPD) of one molecule with the formula C3H2N2S2.

Geometry as XYZ:
```
9
C3H2N2S2 | OMol25 | wB97M-V/def2-TZVPD
C -0.053 -0.052 0.738
C 0.522 -0.653 -0.375
C 0.595 -0.757 1.772
N 1.364 -1.745 1.280
N 1.335 -1.683 0.015
S 1.303 -1.709 4.681
S 0.247 -0.531 3.525
H -0.791 0.713 0.955
H 0.409 -0.557 -1.476
```

Summary:
- M: 130.20 g mol⁻¹
- Highest occupied orbital energy (alpha / beta): -9.293 / -9.292 eV
- Lowest unoccupied orbital energy (alpha / beta): -3.31 / -3.31 eV

Here is what Löwdin gives for the atomic charges, in e: atom 1 (C): -0.10, atom 2 (C): -0.14, atom 3 (C): -0.66, atom 4 (N): -0.03, atom 5 (N): 0.00, atom 6 (S): 0.19, atom 7 (S): 0.54, atom 8 (H): 0.10, atom 9 (H): 0.11

Stability ranking, top and bottom: *B* is the most stable and *A* is the least stable.

*A*
The following is a DFT calculation (wB97M-V/def2-TZVPD) of a 2-piece molecular cluster, C2H8N2O3 overall.

Geometry as XYZ:
```
15
C2H8N2O3 | OMol25 | wB97M-V/def2-TZVPD
O 2.946 -0.745 -0.632
C 1.831 -0.552 -0.155
C 0.776 -1.617 -0.024
O -0.131 -1.201 0.974
N 1.457 0.737 0.259
O 2.442 1.684 0.085
H 1.293 -2.544 0.383
H 0.346 -1.905 -0.972
H -0.866 -0.643 0.542
H 0.902 0.857 1.073
H 3.127 1.008 -0.254
N -1.433 0.899 -0.016
H -1.520 1.654 0.567
H -2.294 0.459 -0.234
H -0.615 0.791 -0.625
```

Summary:
- M: 108.10 g mol⁻¹
- Highest occupied orbital energy: -9.450 eV
- SMILES: O=C(CO)NO.N
- Lowest unoccupied orbital energy: 0.61 eV

Here is what Löwdin gives for the atomic charges, in e: atom 1 (O): 0.06, atom 2 (C): -0.42, atom 3 (C): -0.18, atom 4 (O): -0.12, atom 5 (N): -0.03, atom 6 (O): -0.03, atom 7 (H): 0.15, atom 8 (H): 0.12, atom 9 (H): 0.04, atom 10 (H): 0.13, atom 11 (H): 0.11, atom 12 (N): 0.06, atom 13 (H): 0.01, atom 14 (H): 0.04, atom 15 (H): 0.05

*B*
The following is a DFT calculation (wB97M-V/def2-TZVPD) of a 2-piece molecular cluster, C2H8N2O3 overall.

Geometry as XYZ:
```
15
C2H8N2O3 | OMol25 | wB97M-V/def2-TZVPD
N -2.898 1.357 -0.939
C -1.980 0.368 -0.649
O -2.191 -0.835 -0.698
O -0.810 0.941 -0.159
H -2.855 2.174 -0.361
H -3.778 0.948 -1.196
H -0.486 1.442 -0.920
N 1.257 -1.061 0.685
C 2.662 -1.122 0.829
O 3.303 0.183 0.765
H 0.880 -0.396 1.321
H 1.000 -0.773 -0.286
H 2.906 -1.548 1.805
H 3.067 -1.792 0.070
H 4.249 0.088 1.013
```

Summary:
- M: 108.10 g mol⁻¹
- Highest occupied orbital energy: -9.581 eV
- SMILES: NC(=O)O.NCO
- Lowest unoccupied orbital energy: 0.52 eV

Here is what Löwdin gives for the atomic charges, in e: atom 1 (N): 0.16, atom 2 (C): -0.60, atom 3 (O): 0.09, atom 4 (O): 0.05, atom 5 (H): 0.10, atom 6 (H): 0.11, atom 7 (H): 0.12, atom 8 (N): 0.03, atom 9 (C): -0.37, atom 10 (O): -0.10, atom 11 (H): 0.05, atom 12 (H): 0.08, atom 13 (H): 0.11, atom 14 (H): 0.11, atom 15 (H): 0.08

*C*
The following is a DFT calculation (wB97M-V/def2-TZVPD) of a 2-piece molecular cluster, C2H8N2O3 overall.

Geometry as XYZ:
```
15
C2H8N2O3 | OMol25 | wB97M-V/def2-TZVPD
C 0.655 -0.253 -0.179
C 0.407 -1.573 0.462
N 0.672 0.874 0.506
N 1.015 2.087 -0.135
O -1.593 0.366 0.447
O -2.953 -0.043 0.714
O 1.065 -0.219 -1.450
H -3.437 0.382 -0.009
H 1.021 -1.101 -1.841
H -0.365 0.941 0.992
H 2.004 2.069 -0.363
H 0.486 2.175 -1.001
H -0.293 -2.154 -0.140
H -0.039 -1.435 1.442
H 1.355 -2.116 0.556
```

Summary:
- M: 108.10 g mol⁻¹
- Highest occupied orbital energy: -7.618 eV
- Lowest unoccupied orbital energy: 0.22 eV

Here is what Löwdin gives for the atomic charges, in e: atom 1 (C): -0.38, atom 2 (C): 0.00, atom 3 (N): -0.04, atom 4 (N): 0.05, atom 5 (O): -0.38, atom 6 (O): -0.16, atom 7 (O): 0.12, atom 8 (H): 0.05, atom 9 (H): 0.13, atom 10 (H): 0.13, atom 11 (H): 0.08, atom 12 (H): 0.09, atom 13 (H): 0.10, atom 14 (H): 0.10, atom 15 (H): 0.10

Stability ranking, top and bottom: *B* is the most stable and *C* is the least stable.

*A*
The following is a DFT calculation (wB97M-V/def2-TZVPD) of one molecule with the formula C2H4O3S.

Geometry as XYZ:
```
10
C2H4O3S | OMol25 | wB97M-V/def2-TZVPD
C -0.616 -0.122 -0.823
C 1.572 0.266 -0.293
O -2.266 0.110 2.570
O -1.067 -0.158 0.379
O 0.641 -0.151 -1.208
S -2.478 -0.358 1.160
H -1.282 -0.450 -1.622
H 1.884 1.228 -0.505
H 2.389 -0.512 -0.345
H 1.222 0.147 0.686
```

Summary:
- M: 108.12 g mol⁻¹
- Highest occupied orbital energy (alpha / beta): -7.531 / -6.782 eV
- Lowest unoccupied orbital energy (alpha / beta): 0.23 / -0.59 eV

Here is what Löwdin gives for the atomic charges, in e: atom 1 (C): -0.25, atom 2 (C): -0.06, atom 3 (O): -0.61, atom 4 (O): -0.35, atom 5 (O): -0.03, atom 6 (S): 0.86, atom 7 (H): 0.16, atom 8 (H): 0.08, atom 9 (H): 0.13, atom 10 (H): 0.08

*B*
The following is a DFT calculation (wB97M-V/def2-TZVPD) of one molecule with the formula C2H4O3S.

Geometry as XYZ:
```
10
C2H4O3S | OMol25 | wB97M-V/def2-TZVPD
C 0.450 0.809 0.229
C 0.764 -0.764 -0.072
H 1.243 1.629 -0.175
H 0.125 0.778 1.215
H 1.285 -0.811 -1.064
H 1.445 -1.170 0.717
O -2.504 -0.093 0.601
O -0.624 1.079 -0.573
O -0.529 -1.347 -0.270
S -1.657 -0.108 -0.607
```

Summary:
- M: 108.12 g mol⁻¹
- Highest occupied orbital energy: -10.344 eV
- Lowest unoccupied orbital energy: 0.77 eV

Here is what Löwdin gives for the atomic charges, in e: atom 1 (C): -0.22, atom 2 (C): -0.19, atom 3 (H): 0.19, atom 4 (H): 0.08, atom 5 (H): 0.12, atom 6 (H): 0.13, atom 7 (O): -0.41, atom 8 (O): -0.35, atom 9 (O): -0.32, atom 10 (S): 0.97

Stability ranking, top and bottom: *B* is the most stable and *A* is the least stable.

*A*
The following is a DFT calculation (wB97M-V/def2-TZVPD) of one molecule with the formula C2H8N2O.

Geometry as XYZ:
```
13
C2H8N2O | OMol25 | wB97M-V/def2-TZVPD
C -0.997 -1.403 0.860
C -0.015 -0.265 0.659
N 0.763 -0.447 -0.547
O 1.467 0.659 -0.900
N 0.516 1.918 -1.047
H -1.698 -1.464 0.028
H -0.471 -2.353 0.936
H -1.562 -1.245 1.776
H 0.684 -0.181 1.495
H -0.530 0.727 0.534
H 0.169 -0.736 -1.328
H 0.711 2.177 -2.012
H 0.963 2.611 -0.455
```

Summary:
- M: 76.10 g mol⁻¹
- Highest occupied orbital energy: -9.004 eV
- SMILES: CCNON
- Lowest unoccupied orbital energy: 1.18 eV

Here is what Löwdin gives for the atomic charges, in e: atom 1 (C): -0.10, atom 2 (C): -0.30, atom 3 (N): -0.13, atom 4 (O): -0.20, atom 5 (N): 0.06, atom 6 (H): 0.07, atom 7 (H): 0.07, atom 8 (H): 0.07, atom 9 (H): 0.11, atom 10 (H): 0.10, atom 11 (H): 0.12, atom 12 (H): 0.06, atom 13 (H): 0.06

*B*
The following is a DFT calculation (wB97M-V/def2-TZVPD) of a 2-piece molecular cluster, C2H8N2O overall.

Geometry as XYZ:
```
13
C2H8N2O | OMol25 | wB97M-V/def2-TZVPD
C 1.135 5.152 -1.278
O 1.839 4.194 -1.412
H 1.463 6.186 -1.376
H 0.066 5.067 -0.988
N -0.082 -2.348 1.660
C -0.694 -2.742 0.388
N -0.317 -1.803 -0.651
H -0.040 -3.118 2.313
H -0.626 -1.600 2.085
H -1.786 -2.790 0.461
H -0.332 -3.747 0.142
H 0.432 -1.214 -0.316
H -1.058 -1.236 -1.028
```

Summary:
- M: 76.10 g mol⁻¹
- Highest occupied orbital energy: -8.872 eV
- SMILES: C=O.NCN
- Lowest unoccupied orbital energy: 0.90 eV

Here is what Löwdin gives for the atomic charges, in e: atom 1 (C): -0.15, atom 2 (O): 0.00, atom 3 (H): 0.07, atom 4 (H): 0.08, atom 5 (N): -0.02, atom 6 (C): -0.39, atom 7 (N): -0.01, atom 8 (H): 0.05, atom 9 (H): 0.06, atom 10 (H): 0.10, atom 11 (H): 0.10, atom 12 (H): 0.06, atom 13 (H): 0.05

*C*
The following is a DFT calculation (wB97M-V/def2-TZVPD) of a 2-piece molecular cluster, C2H8N2O overall.

Geometry as XYZ:
```
13
C2H8N2O | OMol25 | wB97M-V/def2-TZVPD
C -5.014 -0.508 0.146
O -4.347 0.456 0.387
H -4.626 -1.508 0.391
H -6.021 -0.454 -0.303
N 2.134 -0.153 1.165
C 2.529 -0.224 -0.261
N 2.183 0.821 -1.234
H 1.271 0.360 1.335
H 2.821 0.532 1.490
H 3.602 -0.433 -0.227
H 2.137 -1.185 -0.602
H 1.248 0.598 -1.557
H 2.083 1.696 -0.729
```

Summary:
- M: 76.10 g mol⁻¹
- Highest occupied orbital energy: -9.334 eV
- SMILES: C=O.NCN
- Lowest unoccupied orbital energy: 0.83 eV

Here is what Löwdin gives for the atomic charges, in e: atom 1 (C): -0.15, atom 2 (O): 0.00, atom 3 (H): 0.08, atom 4 (H): 0.08, atom 5 (N): -0.02, atom 6 (C): -0.38, atom 7 (N): -0.01, atom 8 (H): 0.06, atom 9 (H): 0.05, atom 10 (H): 0.10, atom 11 (H): 0.09, atom 12 (H): 0.05, atom 13 (H): 0.05

Stability ranking, top and bottom: *B* is the most stable and *A* is the least stable.

*A*
The following is a DFT calculation (wB97M-V/def2-TZVPD) of C2H4BrCl as an isolated structure.

Geometry as XYZ:
```
8
C2H4BrCl | OMol25 | wB97M-V/def2-TZVPD
C 1.426 -0.233 -0.047
C -2.079 0.395 -0.549
Cl -2.360 1.739 0.385
Br -2.707 -1.176 0.095
H 2.179 0.202 -0.572
H 1.375 0.614 0.711
H 1.676 -1.172 0.527
H 0.490 -0.369 -0.550
```

Summary:
- M: 143.41 g mol⁻¹
- Highest occupied orbital energy: -9.108 eV
- Lowest unoccupied orbital energy: -1.01 eV

Here is what Löwdin gives for the atomic charges, in e: atom 1 (C): -0.04, atom 2 (C): -1.15, atom 3 (Cl): 0.54, atom 4 (Br): 0.63, atom 5 (H): -0.03, atom 6 (H): 0.04, atom 7 (H): 0.05, atom 8 (H): -0.03

*B*
The following is a DFT calculation (wB97M-V/def2-TZVPD) of one molecule with the formula C2H4BrCl.

Geometry as XYZ:
```
8
C2H4BrCl | OMol25 | wB97M-V/def2-TZVPD
Cl 0.563 1.587 -1.263
C 0.962 0.122 -0.161
C -0.308 -0.788 -0.181
Br -0.754 -1.540 1.516
H 1.622 -0.442 -0.758
H 1.229 0.568 0.838
H -0.130 -1.555 -0.937
H -1.239 -0.383 -0.526
```

Summary:
- M: 143.41 g mol⁻¹
- Highest occupied orbital energy: -10.399 eV
- SMILES: ClCCBr
- Lowest unoccupied orbital energy: 0.80 eV

Here is what Löwdin gives for the atomic charges, in e: atom 1 (Cl): 0.45, atom 2 (C): -0.55, atom 3 (C): -0.73, atom 4 (Br): 0.64, atom 5 (H): 0.04, atom 6 (H): 0.08, atom 7 (H): 0.06, atom 8 (H): 0.02

Stability ranking, top and bottom: *B* is the most stable and *A* is the least stable.